Formula: C3H4BrN
Source: OMol25
Level of theory: the ωB97M-V functional and the def2-TZVPD basis

Geometry as XYZ:
```
9
Properties=species:S:1:pos:R:3:forces:R:3
Br -0.043 1.114 -2.328 0.019 0.073 0.703
N -1.185 -2.403 0.595 0.903 0.105 0.006
C -0.276 -1.685 0.586 -1.452 -0.012 0.286
C 0.623 -0.604 0.555 -0.173 4.080 -2.753
C -0.293 1.161 -0.441 0.175 -3.474 0.728
H 1.323 -0.510 -0.285 0.105 -0.823 0.725
H -1.334 1.020 -0.154 0.300 0.369 -0.079
H 0.844 0.101 1.357 -0.046 -1.171 0.395
H 0.341 1.805 0.115 0.169 0.853 -0.010
```
Forces are in eV/Å.

Computed properties:
Highest occupied orbital energy (spin up / spin down)   -9.262 / -9.262 eV
F_max   4.9 eV/Å
E_LUMO (spin up / spin down)   -0.54 / -0.54 eV
HOMO-LUMO gap (spin up / spin down)   8.718 / 8.719 eV

=====

Formula: C3H4BrN3O5
Source: OMol25
Level of theory: the ωB97M-V functional and the def2-TZVPD basis

Geometry as XYZ:
```
16
Properties=species:S:1:pos:R:3:forces:R:3
Br 0.916 4.047 2.723 0.231 -0.089 -0.394
O -3.433 0.539 -0.246 0.468 0.686 0.061
O 0.776 1.190 -0.420 1.708 -0.193 -0.440
O 0.739 4.028 -0.651 -0.940 1.305 1.156
O -0.268 4.778 1.122 -0.788 0.386 2.215
O -3.121 2.606 0.260 0.925 0.212 -0.056
N -0.307 1.867 -0.087 -1.595 0.424 1.423
N -0.128 4.595 -0.048 1.813 -0.859 -3.176
N -2.705 1.533 -0.119 -2.346 -0.291 0.336
C -1.011 0.063 -1.288 -2.957 -2.883 0.224
C 0.467 -0.139 -1.007 -0.815 2.780 -2.753
C -1.362 1.274 -0.465 2.377 -1.422 -1.288
H -1.318 0.234 -2.382 0.464 -0.527 1.610
H 0.649 -0.827 -0.269 0.565 -1.770 1.664
H -1.676 -0.818 -0.766 1.666 1.887 -1.959
H 1.106 -0.305 -1.935 -0.776 0.353 1.378
```
Forces are in eV/Å.

Computed properties:
Highest occupied orbital energy (spin up / spin down)   -10.148 / -10.408 eV
F_max   4.1 eV/Å
E_LUMO (spin up / spin down)   -2.09 / -1.99 eV
HOMO-LUMO gap (spin up / spin down)   8.059 / 8.416 eV

=====

Formula: C3H4BrNO
Source: OMol25
Level of theory: the ωB97M-V functional and the def2-TZVPD basis

Geometry as XYZ:
```
10
Properties=species:S:1:pos:R:3:forces:R:3
Br 0.438 0.619 2.892 0.088 0.558 0.259
O -2.049 -1.406 1.621 1.827 0.774 -1.610
N -1.150 -0.182 -0.229 1.656 -0.977 1.562
C 0.306 -0.319 1.267 -0.031 -2.839 -0.935
C -1.184 -0.842 0.962 -0.874 0.741 1.704
C 0.177 0.407 -0.165 -0.672 -1.915 1.147
H 0.058 1.458 -0.281 0.714 0.975 0.543
H 0.984 -1.276 1.375 -0.893 2.219 -0.645
H 0.757 -0.044 -0.950 0.925 0.149 -0.112
H -1.764 0.110 -0.892 -2.740 0.315 -1.914
```
Forces are in eV/Å.

Computed properties:
Highest occupied orbital energy   -9.789 eV
F_max   3.4 eV/Å
E_LUMO   0.81 eV
HOMO-LUMO gap   10.595 eV

=====

Formula: C3H4BrNO
Source: OMol25
Level of theory: the ωB97M-V functional and the def2-TZVPD basis

Geometry as XYZ:
```
10
Properties=species:S:1:pos:R:3:forces:R:3
Br 0.604 0.248 2.569 -0.095 -0.165 -0.625
O 0.229 -1.000 0.011 1.257 0.534 0.223
N -1.325 0.659 -0.363 0.162 -0.105 -0.345
C -0.644 -0.399 -0.893 -0.840 -2.713 -3.096
C 1.143 -0.138 0.617 1.037 1.645 1.651
C -1.779 1.609 0.096 -0.933 1.688 0.827
H -1.386 -1.181 -1.306 0.872 0.730 1.523
H 1.212 0.996 0.262 -0.142 -2.861 0.113
H 2.155 -0.608 0.911 -1.802 0.551 -1.418
H -0.209 -0.186 -1.905 0.484 0.695 1.146
```
Forces are in eV/Å.

Computed properties:
Highest occupied orbital energy   -10.101 eV
F_max   4.2 eV/Å
E_LUMO   0.46 eV
HOMO-LUMO gap   10.560 eV

=====

Formula: C3H4CaFO3
Source: OMol25
Level of theory: the ωB97M-V functional and the def2-TZVPD basis

Geometry as XYZ:
```
12
Properties=species:S:1:pos:R:3:forces:R:3
Ca -3.034 4.747 -1.001 0.040 -0.046 0.023
F 0.554 1.968 -1.087 -0.156 -0.094 -0.065
O 2.637 -1.939 0.231 0.215 -0.259 0.356
O 0.740 -1.723 -0.960 -0.064 -0.268 0.198
O 0.742 -2.929 0.892 -0.736 -0.738 0.752
C -0.569 1.308 -0.728 -0.212 0.266 0.565
C 1.434 -2.147 -0.017 0.308 1.124 -1.102
C -0.812 1.020 0.544 -0.123 0.048 -0.476
H 1.361 -3.183 1.586 0.212 0.183 -0.224
H -1.234 1.142 -1.581 0.369 -0.216 0.343
H -0.094 1.258 1.330 -0.186 -0.154 -0.306
H -1.725 0.479 0.793 0.334 0.154 -0.065
```
Forces are in eV/Å.

Computed properties:
Highest occupied orbital energy   -3.825 eV
F_max   1.6 eV/Å
Charge   -1
E_LUMO   2.01 eV
HOMO-LUMO gap   5.831 eV

=====

Formula: C3H4CaO3
Source: OMol25
Level of theory: the ωB97M-V functional and the def2-TZVPD basis

Geometry as XYZ:
```
11
Properties=species:S:1:pos:R:3:forces:R:3
Ca -1.512 -0.738 2.458 0.400 0.083 0.079
O -1.847 -1.614 0.650 -0.615 -0.017 0.125
O -1.194 0.200 -0.580 1.853 1.517 -1.771
O 0.236 -0.731 0.807 0.347 -0.171 1.190
C -0.925 -0.987 0.005 0.746 -0.184 -1.098
C 0.253 0.707 -1.066 -2.146 -1.005 0.884
C 1.047 0.276 0.164 0.206 0.081 0.175
H 2.010 -0.188 -0.078 -0.191 0.272 0.028
H 0.203 1.783 -1.245 -0.260 -0.318 0.228
H 1.174 1.107 0.867 0.144 -0.216 -0.189
H 0.554 0.185 -1.983 -0.484 -0.042 0.347
```
Forces are in eV/Å.

Computed properties:
Highest occupied orbital energy (spin up / spin down)   -10.379 / -14.804 eV
F_max   3.0 eV/Å
Charge   +1
Spin multiplicity   2
E_LUMO (spin up / spin down)   -5.13 / -5.55 eV
<S²>   0.75
HOMO-LUMO gap (spin up / spin down)   5.247 / 9.256 eV

=====

Formula: C3H4CaO4
Source: OMol25
Level of theory: the ωB97M-V functional and the def2-TZVPD basis

Geometry as XYZ:
```
12
Properties=species:S:1:pos:R:3:forces:R:3
Ca 2.438 0.493 -3.056 -0.844 0.481 -0.855
O 0.927 1.719 -3.855 -0.038 2.186 0.632
O 1.735 -2.818 -1.644 6.779 1.032 1.147
O 1.615 0.023 -4.929 1.253 -1.273 -1.594
O -0.617 0.300 -4.672 1.937 1.486 -1.458
C 0.362 -0.858 -1.830 0.812 -1.418 3.148
C 0.563 0.761 -4.677 -2.519 -2.782 3.264
C 0.725 -2.172 -2.128 -3.181 5.116 -4.112
H 0.485 -0.681 -0.751 1.590 -0.299 0.376
H 0.379 -2.611 -3.074 -0.414 -0.123 0.310
H 2.687 -2.187 -1.843 -4.411 -3.272 1.447
H -0.211 0.067 -1.938 -0.966 -1.135 -2.306
```
Forces are in eV/Å.

Computed properties:
Highest occupied orbital energy   -7.801 eV
F_max   7.3 eV/Å
E_LUMO   -2.23 eV
HOMO-LUMO gap   5.567 eV

=====

Formula: C3H4CeMgO4
Source: OMol25
Level of theory: the ωB97M-V functional and the def2-TZVPD basis

Geometry as XYZ:
```
13
Properties=species:S:1:pos:R:3:forces:R:3
Ce -3.938 2.063 2.793 0.150 0.251 -0.095
Mg 4.205 -0.488 -0.580 -1.372 0.312 0.318
O -2.187 2.110 1.597 -0.451 -1.234 -0.085
O -2.269 -0.232 1.651 1.005 1.396 -0.944
O 2.807 0.949 -0.268 0.435 0.119 0.006
O 2.379 -1.176 -0.041 0.348 -0.258 0.049
C 1.996 0.026 0.027 -2.078 0.411 0.273
C -3.622 -0.227 2.190 0.019 0.146 -0.047
C -1.834 0.945 1.053 -0.668 -1.083 0.541
H -3.615 -0.967 3.005 -0.022 0.152 -0.114
H -4.296 -0.629 1.409 0.109 0.209 0.150
H 0.850 0.288 0.336 2.815 -0.642 -0.645
H -1.334 0.855 0.080 -0.290 0.221 0.592
```
Forces are in eV/Å.

Computed properties:
Highest occupied orbital energy (spin up / spin down)   -12.192 / -14.839 eV
F_max   3.0 eV/Å
Charge   +2
Spin multiplicity   3
E_LUMO (spin up / spin down)   -8.89 / -8.91 eV
<S²>   2.01
HOMO-LUMO gap (spin up / spin down)   3.298 / 5.926 eV

=====

Formula: C3H4Cl2
Source: OMol25
Level of theory: the ωB97M-V functional and the def2-TZVPD basis

Geometry as XYZ:
```
9
Properties=species:S:1:pos:R:3:forces:R:3
Cl -1.356 2.235 -0.544 -0.117 -0.714 0.624
Cl -0.533 0.324 2.064 0.427 0.221 -0.494
C 0.147 0.087 0.459 3.932 -2.559 1.306
C -0.673 0.561 -0.610 -1.932 -1.009 -4.955
C 1.222 -0.796 0.296 -2.616 -0.718 3.012
H 1.534 -1.392 1.373 -0.601 1.857 -3.543
H -1.518 -0.388 -0.590 1.601 3.241 -0.681
H 1.321 -1.341 -0.686 0.510 1.121 1.101
H -0.143 0.712 -1.763 -1.204 -1.440 3.631
```
Forces are in eV/Å.

Computed properties:
Highest occupied orbital energy   -9.586 eV
F_max   5.4 eV/Å
E_LUMO   0.34 eV
HOMO-LUMO gap   9.923 eV

=====

Formula: C3H4Cl2N3
Source: OMol25
Level of theory: the ωB97M-V functional and the def2-TZVPD basis

Geometry as XYZ:
```
12
Properties=species:S:1:pos:R:3:forces:R:3
Cl -1.253 2.182 0.203 0.639 -0.223 -0.312
Cl -2.645 -0.674 -0.315 0.067 -0.364 0.327
N -1.013 -0.406 0.101 -1.363 -1.630 -0.555
N 0.959 0.687 -0.515 -1.555 -0.560 1.348
N 0.932 -1.037 1.067 1.428 0.518 1.027
C 1.529 0.003 0.503 1.084 -0.457 -1.634
C -0.505 0.729 -0.571 -0.011 1.394 -3.852
C -0.302 -1.301 0.786 -2.244 -1.161 0.239
H 2.620 0.148 0.720 -1.187 0.098 -0.215
H -0.847 -2.301 1.160 1.325 2.461 -0.982
H -0.875 0.787 -1.869 1.092 -0.399 4.232
H 1.400 1.184 -1.270 0.723 0.322 0.377
```
Forces are in eV/Å.

Computed properties:
Highest occupied orbital energy   -14.928 eV
F_max   4.4 eV/Å
Charge   +1
E_LUMO   -5.76 eV
HOMO-LUMO gap   9.172 eV

=====

Formula: C3H4Cl2NO2S
Source: OMol25
Level of theory: the ωB97M-V functional and the def2-TZVPD basis

Geometry as XYZ:
```
13
Properties=species:S:1:pos:R:3:forces:R:3
Cl -3.323 -2.130 -1.251 -3.972 -2.277 -3.042
Cl -0.892 -1.141 0.735 -0.543 -0.716 0.722
S 3.612 -2.674 -0.065 0.150 0.122 0.010
O 1.977 -0.659 -0.079 1.214 -1.017 -2.236
O 1.403 0.628 1.632 0.097 0.243 0.275
N 0.204 0.499 -1.616 3.146 -2.216 -0.596
C 2.603 -1.600 0.586 -0.892 -0.215 1.626
C 1.176 0.224 0.523 0.020 1.275 1.393
C 0.215 0.810 -0.421 0.077 0.114 -0.423
H 2.240 -1.587 1.639 0.613 -0.333 -0.528
H -0.412 1.537 -0.033 -1.327 1.250 1.362
H -0.531 0.750 -2.168 -2.413 1.607 -1.479
H -2.480 -1.612 -0.612 3.831 2.164 2.916
```
Forces are in eV/Å.

Computed properties:
Highest occupied orbital energy   -5.325 eV
F_max   5.5 eV/Å
Charge   -1
E_LUMO   3.18 eV
HOMO-LUMO gap   8.504 eV

=====

Formula: C3H4Cl2S
Source: OMol25
Level of theory: the ωB97M-V functional and the def2-TZVPD basis

Geometry as XYZ:
```
10
Properties=species:S:1:pos:R:3:forces:R:3
Cl -0.490 -1.375 1.407 0.475 -0.384 0.491
Cl -2.408 -0.058 -0.328 0.021 -0.226 0.331
S 1.859 0.428 -0.122 0.401 0.184 -0.295
C 2.565 1.559 -1.420 -1.352 -0.469 0.804
C 0.131 0.524 -0.476 1.125 -1.247 1.472
C -0.740 -0.250 0.198 -0.727 1.795 -2.116
H 2.464 2.571 -1.052 0.461 0.230 0.018
H 3.575 1.262 -1.680 -0.032 0.027 0.142
H -0.141 1.221 -1.237 -0.521 0.150 -0.267
H 1.887 1.454 -2.251 0.150 -0.060 -0.580
```
Forces are in eV/Å.

Computed properties:
Highest occupied orbital energy   -8.292 eV
F_max   2.9 eV/Å
E_LUMO   0.80 eV
HOMO-LUMO gap   9.092 eV